{
  "formula": "C26H35Br2N5O2",
  "method": "ωB97M-V/def2-TZVPD",
  "elements": ["C", "C", "C", "N", "C", "H", "H", "H", "H", "H", "C", "C", "C", "N", "C", "H", "H", "H", "H", "H", "C", "C", "C", "N", "C", "H", "H", "H", "H", "H", "C", "C", "C", "N", "C", "H", "H", "H", "H", "H", "C", "C", "C", "N", "C", "H", "H", "H", "H", "H", "O", "C", "C", "C", "C", "O", "H", "H", "H", "H", "H", "H", "Br", "C", "C", "Br", "H", "H", "H", "H"],
  "coordinates": [[1.73928, 2.95340, -1.62791], [2.67921, 2.45775, -0.72409], [2.90723, 3.47358, 0.15122], [2.15018, 4.59297, -0.19318], [1.40743, 4.21171, -1.27963], [1.40723, 2.43551, -2.51556], [3.22071, 1.52351, -0.70482], [3.71312, 3.53531, 0.86755], [2.22790, 5.54440, 0.13675], [0.84338, 4.94639, -1.83505], [0.80300, -2.41723, -2.64579], [0.80728, -1.11214, -2.19033], [-0.17395, -0.45757, -2.88623], [-0.78559, -1.29981, -3.74855], [-0.19137, -2.57824, -3.55772], [1.28800, -3.23595, -2.13503], [1.37768, -0.69303, -1.37461], [-0.59684, 0.53535, -2.84512], [-1.62887, -1.16482, -4.28776], [-0.56615, -3.46124, -4.05395], [-2.90417, 2.16158, -3.25439], [-2.58092, 3.04245, -2.26978], [-1.84165, 3.97081, -2.88855], [-1.60108, 3.64203, -4.18255], [-2.32039, 2.54599, -4.43208], [-3.64028, 1.38080, -3.13226], [-2.86414, 3.01687, -1.22789], [-1.45109, 4.90263, -2.50702], [-1.02561, 4.08962, -4.88155], [-2.32848, 2.09059, -5.41134], [-3.63089, -3.00770, 0.67339], [-2.72602, -4.07583, 0.69868], [-1.74568, -3.92329, -0.24840], [-1.96648, -2.75638, -0.86061], [-3.12817, -2.21172, -0.37894], [-4.47529, -2.70511, 1.27491], [-2.85139, -4.94054, 1.33347], [-0.92040, -4.46522, -0.68615], [-1.43225, -2.35526, -1.61810], [-3.55887, -1.30041, -0.76678], [-1.14081, -0.32885, 4.71268], [-1.58485, -1.41873, 3.96301], [-2.42935, -2.14057, 4.75460], [-2.62679, -1.45504, 5.95987], [-1.81391, -0.33609, 5.94510], [-0.42808, 0.39727, 4.35049], [-1.32901, -1.56681, 2.92425], [-2.97007, -3.05037, 4.53941], [-3.24260, -1.71273, 6.71780], [-1.84600, 0.36381, 6.76700], [1.91996, -0.72491, 2.05174], [2.94102, -1.16935, 1.56401], [4.41223, -0.79853, 1.78514], [5.22110, -1.53119, 0.73953], [4.31507, -2.77175, 0.50021], [2.96221, -2.31111, 0.78710], [4.60630, 0.27330, 1.74496], [4.77945, -1.13279, 2.75547], [5.30638, -1.02083, -0.21983], [6.21732, -1.78144, 1.10425], [4.35920, -3.25115, -0.47771], [4.52038, -3.61687, 1.15726], [-0.78374, 3.43576, 2.16894], [-0.17322, 1.61024, 1.57180], [-0.97181, 1.20341, 0.31494], [-2.94020, 1.07778, 0.70049], [-0.27019, 0.97048, 2.44896], [0.88584, 1.67003, 1.32096], [-0.67525, 0.21292, -0.03016], [-0.85650, 2.01242, -0.40638]],
  "homo_lumo_gap_ev": 8.041,
  "homo_energy_ev": -7.44,
  "e_above_lowest_ev": 0.238,
  "total_energy_ha": -6583.93592,
  "smiles": "c1cc[nH]c1.c1cc[nH]c1.c1cc[nH]c1.c1cc[nH]c1.c1cc[nH]c1.O=C1CCCO1.BrCCBr"
}